{
  "formula": "C22H17BrClF3N3O2STi",
  "method": "wB97M-V/def2-TZVPD",
  "de_lowest_kcal_mol": 32.2,
  "e_tot_ev": -156325.5255,
  "spin_multiplicity": 2,
  "orbital_gap_ev": [6.04, 7.29],
  "homo_energy_ev": [-6.72, -8.25],
  "species": ["H", "C", "N", "C", "H", "C", "Br", "H", "S", "O", "C", "H", "N", "Cl", "C", "H", "C", "C", "C", "C", "C", "C", "C", "F", "H", "H", "C", "O", "C", "H", "C", "H", "H", "C", "H", "H", "C", "N", "C", "C", "H", "C", "H", "H", "Ti", "C", "F", "C", "H", "F", "H"],
  "positions_angstrom": [[-0.26138, -1.90263, -1.06244], [-6.46348, 1.48677, -1.36484], [0.44032, -1.31013, -0.60694], [1.91672, -3.98883, -1.54024], [3.13382, -6.44233, 0.43276], [-1.61788, 1.69247, -0.64184], [-0.24588, 2.94257, -0.00144], [-3.00488, 3.25007, -0.54824], [3.44292, 2.66347, 0.21626], [1.24482, -3.78703, -2.71074], [3.16412, 4.43057, 2.81976], [0.60232, 0.99747, 4.65756], [1.83282, 1.14937, 1.54506], [1.57822, 1.65597, -2.58834], [-6.43518, 0.35007, -2.15954], [1.22062, -4.61343, -3.21014], [-5.28878, 2.08537, -0.96444], [3.28342, -4.34593, 0.85606], [2.94692, -3.07273, 0.43076], [1.79052, 2.62097, 3.88846], [2.56272, 2.29647, 1.62226], [-4.04218, 1.55477, -1.33164], [2.49692, 3.08347, 2.79876], [2.78612, 5.15857, 3.88856], [1.74172, 3.22277, 4.78406], [1.77102, -1.41693, -2.28134], [1.15792, 0.70977, 2.60666], [2.57402, -0.48623, -0.66924], [-5.21478, -0.17033, -2.55744], [-7.35518, -0.12193, -2.46784], [-4.03388, 0.42407, -2.15914], [1.96722, -6.11633, -1.71414], [-7.40888, 1.90267, -1.05384], [2.24072, -5.26633, -1.10124], [3.83582, -4.48283, 1.77176], [-1.90178, -0.40303, -0.93744], [-2.86518, 2.21747, -0.83664], [0.10062, 0.02517, -0.59214], [2.25802, -2.88363, -0.75624], [-1.15808, 0.37457, -0.76634], [-5.18358, -1.04943, -3.18424], [2.91522, -5.44203, 0.09356], [-5.31518, 2.96357, -0.33704], [3.21342, -2.19863, 1.01006], [1.75242, 1.01877, -0.48894], [1.80582, -1.49633, -1.16634], [2.85732, 5.16927, 1.74616], [1.13322, 1.39127, 3.80726], [0.62422, -0.22713, 2.47416], [4.50322, 4.34577, 2.88546], [-3.09908, 0.04067, -2.53504]],
  "atomic_forces_ev_per_a": [[0.249, 0.232, 0.089], [-0.139, -0.056, -0.048], [-0.465, -0.793, -0.043], [0.265, -0.026, 0.470], [0.116, -0.106, 0.015], [-0.425, 1.620, 0.208], [-0.929, -0.229, -0.233], [0.055, 0.072, 0.010], [0.268, 0.272, -0.525], [-0.109, 0.055, -0.165], [0.143, 0.267, 0.113], [-0.091, -0.084, 0.022], [0.376, 0.656, 1.691], [-0.049, 0.622, -1.829], [0.036, 0.009, 0.065], [-0.033, 0.152, 0.099], [0.304, -0.104, -0.001], [0.068, 0.014, 0.061], [-0.063, -0.023, -0.093], [0.064, -0.068, -0.383], [-0.147, -0.101, 0.849], [-0.733, -0.424, -0.237], [-0.108, -0.048, -0.153], [-0.144, -0.112, 0.234], [-0.004, -0.020, 0.071], [0.012, -0.041, 0.630], [-0.149, -0.041, 0.332], [1.431, -2.103, 0.153], [-0.109, -0.108, -0.038], [-0.086, -0.036, -0.040], [0.145, 0.226, 0.091], [-0.030, -0.095, 0.019], [-0.113, 0.067, 0.026], [0.001, 0.056, -0.160], [0.019, -0.022, 0.132], [0.134, 0.062, 0.045], [1.433, -0.057, 0.341], [-2.013, -0.477, -0.400], [-0.205, 0.188, -0.344], [0.421, -1.247, 0.177], [0.012, -0.035, -0.093], [-0.068, 0.017, -0.028], [-0.024, 0.123, 0.061], [0.035, 0.008, 0.017], [1.083, 3.079, 0.249], [-0.561, -1.220, -1.122], [-0.046, -0.001, -0.035], [0.066, -0.034, -0.111], [-0.005, 0.088, -0.020], [0.022, -0.134, -0.113], [0.090, -0.042, -0.056]],
  "mulliken_charge": [0.32, -0.54, -0.66, 0.74, 0.39, 0.40, -0.13, 0.34, -0.43, -0.52, 0.62, 0.40, 0.22, -0.48, -0.42, 0.32, -0.60, -0.76, -0.44, -0.18, 0.40, 0.76, -0.02, -0.31, 0.52, 0.38, -0.06, -0.51, -0.61, 0.38, -0.34, 0.29, 0.38, -0.77, 0.41, 0.54, -0.97, 0.59, -0.16, -0.45, 0.38, -0.55, 0.35, 0.40, -0.14, 0.93, -0.21, -1.05, 0.47, -0.23, 0.62]
}